(1)
C5H8N | ωB97M-V/def2-TZVPD

Results
HOMO level (alpha / beta), eV: -13.0 / -14.9
Energy above the lowest of the compared OMol25 structures with the same formula, charge and spin, kcal per mole: 148.1
Max |F|, eV/Å: 6.2
M, Da: 82.13
Orbital gap (alpha / beta), eV: 6.93 / 10.10
E, hartree: -249.589102
Lowest unoccupied orbital energy (alpha / beta), eV: -6.1 / -4.8
Net charge: +1
Multiplicity: 1

Structure (XYZ):
```
14
Properties=species:S:1:pos:R:3:lowdin_charge:R:1
C 0.603 0.031 -1.177 -0.018
C 0.038 -0.889 0.873 -0.064
C -0.818 0.613 -0.712 -0.106
C -1.218 -0.581 0.096 0.103
C 0.194 1.475 0.366 0.159
N 0.927 0.247 0.269 -0.101
H 0.757 -0.943 -1.685 0.163
H 1.040 0.845 -1.636 0.102
H -0.084 -0.803 1.973 0.152
H 0.340 -1.854 0.848 0.094
H -1.492 1.110 -1.342 0.120
H -2.036 -1.137 0.112 0.077
H -0.151 1.643 1.351 0.096
H 1.900 0.242 0.665 0.222
```

=====

(2)
C5H8N | ωB97M-V/def2-TZVPD

Results
HOMO level (alpha / beta), eV: -13.7 / -13.7
Energy above the lowest of the compared OMol25 structures with the same formula, charge and spin, kcal per mole: 142.5
Max |F|, eV/Å: 5.5
M, Da: 82.13
Orbital gap (alpha / beta), eV: 6.24 / 6.24
E, hartree: -249.598004
Lowest unoccupied orbital energy (alpha / beta), eV: -7.5 / -7.5
Net charge: +1
Multiplicity: 1

Structure (XYZ):
```
14
Properties=species:S:1:pos:R:3:lowdin_charge:R:1
C 0.100 -0.918 1.157 -0.240
C -0.805 -0.713 -0.104 -0.140
C -0.752 0.768 -0.452 -0.171
C 1.463 1.536 -1.749 0.431
C 0.695 1.164 -0.796 -0.066
N 0.163 -1.763 2.061 0.153
H 0.725 0.019 1.466 0.118
H -0.350 -1.169 -1.051 0.147
H -1.797 -1.115 0.114 0.134
H -1.421 0.942 -1.196 0.090
H -1.113 1.284 0.498 0.164
H -0.305 -2.667 2.140 0.096
H 2.232 1.700 -2.412 0.080
H 1.165 0.930 0.324 0.206
```

=====

(3)
C5H8N | ωB97M-V/def2-TZVPD

Results
HOMO level, eV: -16.6
Energy above the lowest of the compared OMol25 structures with the same formula, charge and spin, kcal per mole: 113.4
Max |F|, eV/Å: 4.3
M, Da: 82.13
Orbital gap, eV: 10.74
E, hartree: -249.644439
Lowest unoccupied orbital energy, eV: -5.8
Net charge: +1
Multiplicity: 1

Structure (XYZ):
```
14
Properties=species:S:1:pos:R:3:lowdin_charge:R:1
C 1.037 -1.140 0.371 0.080
C 0.555 0.731 0.495 -0.058
C 1.871 0.469 -0.321 -0.138
C -0.272 -0.652 0.604 -0.221
C -1.250 -1.077 -0.447 -0.028
N 2.092 -0.954 -0.178 0.214
H 0.883 1.096 1.587 0.192
H -0.144 1.432 0.136 0.115
H 1.573 0.807 -1.383 0.167
H 2.929 0.914 -0.136 0.179
H -0.739 -0.572 1.530 0.141
H -0.858 -1.819 -1.133 0.087
H -1.686 -0.220 -1.223 0.171
H -2.150 -1.446 0.081 0.101
```

=====

(4)
C5H8N | ωB97M-V/def2-TZVPD

Results
HOMO level (alpha / beta), eV: -13.2 / -13.2
Energy above the lowest of the compared OMol25 structures with the same formula, charge and spin, kcal per mole: 158.2
Max |F|, eV/Å: 5.7
M, Da: 82.13
Orbital gap (alpha / beta), eV: 8.06 / 8.06
E, hartree: -249.573041
Lowest unoccupied orbital energy (alpha / beta), eV: -5.1 / -5.1
Net charge: +1
Multiplicity: 1

Structure (XYZ):
```
14
Properties=species:S:1:pos:R:3:lowdin_charge:R:1
C 1.701 0.209 0.202 -0.018
C 0.931 0.808 0.981 -0.021
C 1.748 -0.886 -0.680 0.056
C -0.274 -1.031 -0.002 0.056
C -0.412 0.263 0.783 -0.351
N -1.166 1.287 -0.081 0.202
H 1.744 -0.513 -1.774 0.132
H 1.963 -1.856 -0.462 0.051
H -0.996 -1.319 -0.786 0.098
H -0.161 -1.780 0.802 0.114
H -0.953 0.127 1.639 0.114
H -0.691 1.973 -0.728 0.199
H -1.480 1.981 0.636 0.181
H -1.953 0.739 -0.532 0.187
```

=====

(5)
C5H8N | ωB97M-V/def2-TZVPD

Results
HOMO level, eV: -15.0
Energy above the lowest of the compared OMol25 structures with the same formula, charge and spin, kcal per mole: 142.8
Max |F|, eV/Å: 4.1
M, Da: 82.13
Structure (SMILES): C[C@@H]1C2=[N+](C)[C@H]21
Orbital gap, eV: 9.15
E, hartree: -249.597653
Lowest unoccupied orbital energy, eV: -5.8
Net charge: +1
Multiplicity: 1

Structure (XYZ):
```
14
Properties=species:S:1:pos:R:3:lowdin_charge:R:1
C -0.201 0.661 -0.694 0.134
C -0.742 0.362 0.692 -0.222
C 0.202 -0.651 0.335 0.082
C -2.096 -0.197 1.217 0.009
C 2.200 0.167 -1.458 0.004
N 0.994 0.220 -0.676 -0.045
H -0.438 1.198 1.466 0.217
H -0.171 -1.622 -0.057 0.159
H -2.807 0.559 1.066 0.086
H -1.899 -0.389 2.183 0.060
H -2.570 -1.009 0.778 0.078
H 1.988 0.383 -2.564 0.134
H 2.664 -0.832 -1.172 0.127
H 2.876 1.149 -1.116 0.179
```

=====

(6)
C5H8N | ωB97M-V/def2-TZVPD

Results
HOMO level (alpha / beta), eV: -15.3 / -15.3
Energy above the lowest of the compared OMol25 structures with the same formula, charge and spin, kcal per mole: 124.1
Max |F|, eV/Å: 4.4
M, Da: 82.13
Structure (SMILES): C[C@@H]1C2=[N+](C)[C@H]21
Orbital gap (alpha / beta), eV: 9.48 / 9.47
E, hartree: -249.627346
Lowest unoccupied orbital energy (alpha / beta), eV: -5.8 / -5.8
Net charge: +1
Multiplicity: 1

Structure (XYZ):
```
14
Properties=species:S:1:pos:R:3:lowdin_charge:R:1
C 0.299 -0.303 -1.037 0.237
C -0.926 0.237 -0.138 -0.258
C 0.039 -0.187 0.785 0.090
C -2.276 -0.453 0.051 -0.015
C 2.567 -0.129 0.051 0.029
N 1.157 -0.097 -0.153 -0.114
H -1.066 1.358 -0.230 0.193
H -0.093 -1.120 1.369 0.171
H -2.808 -0.006 -0.835 0.124
H -2.700 -0.016 0.931 0.095
H -2.225 -1.477 0.172 0.067
H 2.851 -1.185 0.445 0.157
H 2.784 0.564 0.785 0.076
H 3.138 0.132 -0.912 0.149
```